ORCA calculation (wB97M-V/def2-TZVPD) on a structure of composition H35O18.

Total charge ... -2
Gap between HOMO and LUMO (spin up / spin down) ... 2.43 / 9.28 eV
ΔE to the lowest compared entry with this formula, charge and spin ... 32.3 kJ/mol
2S+1 ... 2
⟨S²⟩ ... 0.7505

Element x y z (Å)
O  -3.07653  3.69942  -2.45865
O  3.58009  -1.26845  0.65891
O  0.91904  -2.90496  0.91349
O  -2.22918  -1.17669  1.10000
O  -0.65409  4.06413  0.36791
O  -4.94927  0.32500  -1.46020
O  -1.05435  -3.15703  -1.94589
O  -0.59660  1.37792  2.55697
O  -4.05553  2.20486  1.02907
O  0.35188  -1.11361  -1.08829
O  0.32320  -0.08859  -4.14429
O  -1.10836  3.37698  4.25232
O  1.41388  2.31783  0.48196
O  2.70477  -4.00763  -2.42650
O  1.65218  1.68614  -2.09228
O  -0.21877  -4.28059  2.91812
O  4.45613  0.90962  -1.45152
O  2.47393  -2.50805  2.74414
H  0.75552  1.65048  -2.44223
H  3.80604  -2.01881  1.22514
H  -1.34520  -2.30069  -1.65255
H  4.07183  0.23488  -0.87402
H  0.89297  -3.77826  0.52910
H  2.25222  2.77478  0.43750
H  2.71215  -1.11020  1.04850
H  -0.12088  -3.30148  -1.84979
H  0.70629  -1.62368  -0.31930
H  1.64469  -2.73147  1.88464
H  -3.23686  2.70854  1.04300
H  0.01180  -0.11628  -3.23090
H  -1.44748  -1.63750  1.35598
H  2.57802  -3.13378  3.46095
H  1.99864  0.81296  -2.30227
H  -4.61283  1.00122  -2.04252
H  0.00100  -3.64620  2.19486
H  1.25645  1.64894  -0.20661
H  -3.46553  4.55329  -2.65964
H  -0.51569  1.72878  1.65516
H  -5.49083  -0.26331  -1.98823
H  2.01509  -4.01066  -1.76304
H  -4.07230  1.57624  0.30011
H  -0.75493  3.20026  5.09861
H  0.67785  -4.43497  3.23308
H  -0.53953  4.96861  0.68301
H  3.13859  -3.15730  -2.29092
H  -1.52048  1.10431  2.46685
H  -0.41856  -0.60103  -0.83238
H  -0.84955  2.79151  3.50947
H  4.38354  1.71596  -0.93402
H  -0.10592  -0.88692  -4.46720
H  -2.13139  3.70264  -2.60296
H  0.26974  3.76671  0.51870
H  -2.47690  -0.64387  1.85863

ORCA calculation (wB97M-V/def2-TZVPD) on a structure of composition C23H44F5IKNO4PS2.

Total charge ... +1
Gap between HOMO and LUMO ... 7.14 eV

Element x y z (Å)
I  3.15968  1.28413  -0.80135
K  -5.71099  -1.69939  -1.55459
S  0.07885  -3.52763  -3.56482
S  -1.51647  -4.70620  -0.22172
P  0.68949  -3.30854  -1.71732
F  0.97592  -7.27859  1.49728
F  -0.57781  -5.16961  2.24795
F  -1.39226  -6.77583  1.19189
F  0.80383  -6.74659  -0.49981
F  1.70837  -5.40793  0.92784
O  4.01071  4.87151  0.33820
O  -1.77295  -2.32783  -1.10667
O  -2.80788  -4.43919  0.31191
O  -1.63527  -5.45159  -1.40902
N  0.53600  0.07220  -1.21983
C  -0.75324  -3.00785  -0.49231
C  3.91871  4.38492  1.65229
C  1.70693  3.31324  2.15960
C  -0.25316  -2.47798  0.86485
C  0.53646  3.27761  3.12188
C  0.01872  -0.53590  3.26488
C  -1.38789  -2.20744  1.89143
C  -3.13465  2.05491  -1.44194
C  0.76746  -6.27223  0.68846
C  -3.20228  -0.57834  -3.22047
C  -3.14472  -0.55515  -1.64812
C  -1.76208  -0.92707  -1.09082
C  -3.75561  0.73956  -0.98624
C  -1.30998  -0.83626  2.59477
C  2.50600  4.62419  2.18866
C  1.29748  1.07763  -1.92540
C  -0.26925  1.99350  2.88171
C  -0.64321  -5.72122  1.06711
C  0.04776  0.87627  3.87495
C  -0.70571  -0.25436  -1.95781
C  1.04924  1.60541  -4.40158
C  1.67801  0.65324  -3.35852
C  5.23855  4.54099  -0.27065
H  1.58662  -2.22930  -1.65319
H  -0.40026  -0.89083  -2.78171
H  1.39093  -4.47074  -1.35280
H  -1.41601  -2.93314  2.69310
H  -2.47434  -1.24874  -3.65469
H  -3.63246  2.85370  -0.90811
H  0.29137  -1.55215  0.73584
H  0.85427  3.40194  4.15263
H  0.90317  1.03424  -5.31172
H  -4.83631  0.78929  -1.28627
H  -4.20395  -0.77459  -3.65714
H  -2.11317  2.08603  -1.07504
H  1.78168  2.35823  -4.65505
H  0.24947  -1.26755  4.03497
H  -1.52904  -0.01000  1.91658
H  2.03606  5.30972  1.49659
H  -3.78321  -1.41361  -1.30172
H  5.07185  4.44096  -1.33411
H  2.74429  0.75220  -3.46559
H  4.16694  3.32314  1.68821
H  -0.04440  1.63747  1.87485
H  -0.58639  0.92395  4.75614
H  0.11251  2.03772  -4.07709
H  0.50031  -3.16807  1.23279
H  2.53654  5.00347  3.20288
H  -1.73776  -0.44713  -0.11162
H  1.28993  3.20816  1.15452
H  0.21289  0.47841  -0.34432
H  -3.16974  2.21926  -2.50695
H  2.33124  2.44036  2.35416
H  0.86110  -0.58292  2.57443
H  -1.33247  2.22185  2.89742
H  4.63161  4.92156  2.28472
H  -0.07223  4.14497  2.87462
H  -2.07215  -0.80582  3.36832
H  0.81861  2.05209  -1.89680
H  -2.92510  0.41324  -3.55678
H  6.00867  5.28554  -0.08195
H  1.06167  1.05710  4.22463
H  1.43024  -0.38940  -3.52817
H  5.58076  3.57617  0.10879
H  -1.04529  0.68131  -2.40440
H  -3.74566  0.60506  0.09172
H  -2.32553  -2.22975  1.35063

ORCA calculation (wB97M-V/def2-TZVPD) on an isolated molecule of C2H4N2.

Gap between HOMO and LUMO ... 11.10 eV
ΔE to the lowest compared entry with this formula, charge and spin ... 177.4 kJ/mol

Element x y z (Å)
N  -2.09448  1.31085  1.98768
N  0.77778  0.18020  -0.10899
C  -1.65285  0.63283  1.16614
C  -0.57233  -0.19578  -0.03013
H  1.02213  1.14406  0.00051
H  -1.20055  0.15825  -0.80175
H  1.51265  -0.39601  0.47149
H  -0.78217  -1.17934  0.42281

The records above give, respectively, largest force on an atom values of 0.0506 0.0499 0.0787 Eh/bohr.
The records above give, respectively, E_tot values of -37422.84289 -103208.60142 -5117.12125 eV.